{
  "formula": "C44H114N8O40P6",
  "method": "the ωB97M-V functional and the def2-TZVPD basis",
  "elements": ["C", "C", "O", "P", "O", "O", "C", "C", "O", "C", "C", "H", "H", "H", "H", "H", "H", "H", "H", "H", "H", "H", "H", "H", "H", "H", "C", "C", "O", "P", "O", "O", "C", "C", "O", "C", "C", "H", "H", "H", "H", "H", "H", "H", "H", "H", "H", "H", "H", "H", "H", "H", "C", "C", "O", "P", "O", "O", "C", "C", "O", "C", "C", "H", "H", "H", "H", "H", "H", "H", "H", "H", "H", "H", "H", "H", "H", "H", "C", "C", "O", "P", "O", "O", "C", "C", "O", "C", "C", "H", "H", "H", "H", "H", "H", "H", "H", "H", "H", "H", "H", "H", "H", "H", "C", "C", "O", "P", "O", "O", "C", "C", "O", "C", "C", "H", "H", "H", "H", "H", "H", "H", "H", "H", "H", "H", "H", "H", "H", "H", "C", "C", "O", "P", "O", "O", "C", "C", "O", "C", "C", "H", "H", "H", "H", "H", "H", "H", "H", "H", "H", "H", "H", "H", "H", "H", "C", "N", "O", "O", "H", "H", "H", "C", "N", "O", "O", "H", "H", "H", "C", "N", "O", "O", "H", "H", "H", "C", "N", "O", "O", "H", "H", "H", "C", "N", "O", "O", "H", "H", "H", "C", "N", "O", "O", "H", "H", "H", "C", "N", "O", "O", "H", "H", "H", "C", "N", "O", "O", "H", "H", "H"],
  "positions_angstrom": [[28.739733, -18.583339, -14.770616], [30.273493, -18.531012, -14.884543], [30.800438, -18.196616, -13.609537], [32.011525, -19.107100, -12.946904], [32.672746, -18.515138, -11.723187], [32.931983, -19.469928, -14.267024], [34.033963, -18.685306, -14.767762], [33.671844, -17.530202, -15.701825], [31.145458, -20.456853, -12.690692], [30.076106, -20.360655, -11.772471], [30.297881, -21.528696, -10.856070], [28.158418, -18.493650, -15.688293], [28.415795, -19.539648, -14.359952], [28.329651, -17.853670, -14.072396], [30.564255, -19.547359, -15.150247], [30.560612, -17.812245, -15.652032], [34.590226, -18.230176, -13.948294], [34.738335, -19.381679, -15.222766], [33.175230, -16.745348, -15.131319], [34.626758, -17.137433, -16.051053], [33.054132, -17.840737, -16.544497], [29.852077, -19.398648, -11.311537], [29.212803, -20.571068, -12.403768], [31.273974, -21.471934, -10.374279], [29.431304, -21.772125, -10.241338], [30.327803, -22.424876, -11.475801], [21.159529, -8.722186, -15.333538], [20.090669, -7.703744, -15.638721], [19.505664, -8.014666, -16.881115], [18.482188, -7.010134, -17.623718], [18.675344, -5.527763, -17.463748], [18.480344, -7.556316, -19.143207], [18.883383, -6.753594, -20.232072], [17.570215, -6.299249, -20.881034], [16.978835, -7.506184, -17.063350], [16.534796, -6.967142, -15.824202], [14.988949, -7.055541, -15.822360], [21.770889, -8.411086, -14.486449], [20.790782, -9.708759, -15.052864], [21.919775, -8.811523, -16.109518], [19.425072, -7.718130, -14.775666], [20.606114, -6.743560, -15.660506], [19.623111, -5.989773, -19.992328], [19.393945, -7.465715, -20.880386], [16.909129, -5.941059, -20.091873], [17.753524, -5.515578, -21.616114], [17.030162, -7.177314, -21.235219], [16.888476, -7.505275, -14.944763], [16.604800, -5.882197, -15.746160], [14.620734, -8.036455, -16.122909], [14.525654, -6.844595, -14.858534], [14.572908, -6.367270, -16.558087], [18.305070, -12.062655, -15.003751], [18.767298, -12.758313, -16.243882], [20.085989, -13.226914, -16.080674], [20.812544, -14.085930, -17.292550], [19.936882, -14.795645, -18.223249], [21.812251, -13.005229, -17.940385], [21.301486, -11.977781, -18.701282], [21.606846, -12.034727, -20.225716], [21.833494, -15.105231, -16.550793], [22.384979, -14.816809, -15.271158], [23.641716, -13.988264, -15.263268], [17.955765, -12.847935, -14.333370], [19.054537, -11.480029, -14.468086], [17.504633, -11.355048, -15.219809], [18.193791, -13.651829, -16.490484], [18.689670, -12.162684, -17.153447], [20.220783, -11.863899, -18.616323], [21.782936, -11.101580, -18.267036], [21.259818, -11.134240, -20.732482], [22.656130, -12.181657, -20.481711], [20.962008, -12.827485, -20.604933], [21.685614, -14.439371, -14.525151], [22.739385, -15.776128, -14.894064], [23.552249, -12.926910, -15.494831], [24.096735, -14.080421, -14.277088], [24.451028, -14.385073, -15.876201], [18.973239, -16.622542, -24.644395], [18.484612, -17.534485, -23.639649], [17.488940, -18.334252, -24.227765], [16.729758, -19.418348, -23.315325], [15.812919, -20.348671, -24.039386], [17.974060, -20.165985, -22.530406], [18.600065, -21.254285, -23.253500], [20.154249, -21.214751, -23.440578], [16.035558, -18.528481, -22.120833], [15.238444, -19.321672, -21.233994], [15.200664, -18.546558, -19.882572], [19.479661, -17.179609, -25.432626], [18.097279, -16.125330, -25.061004], [19.709799, -15.948771, -24.206639], [19.333098, -18.125126, -23.294230], [18.207606, -16.963498, -22.753443], [18.235914, -22.202422, -22.857863], [18.103773, -21.368990, -24.217152], [20.298670, -20.212316, -23.843513], [20.686451, -21.510782, -22.536572], [20.403189, -21.816331, -24.314794], [14.238747, -19.484840, -21.636595], [15.676137, -20.319869, -21.245267], [15.071928, -17.478904, -20.060427], [14.401393, -18.864394, -19.213074], [16.195027, -18.721132, -19.471623], [16.543622, -11.742244, -22.875650], [15.474684, -12.335335, -23.780088], [14.941371, -11.254795, -24.494871], [15.656922, -10.752380, -25.889934], [16.138461, -11.836631, -26.799742], [16.869894, -9.867603, -25.388927], [17.628761, -9.122357, -26.291700], [19.033094, -9.677780, -26.516524], [14.610672, -9.730233, -26.620640], [13.396103, -10.286789, -27.217020], [13.534360, -10.559037, -28.724083], [17.367961, -11.359967, -23.477668], [16.171560, -10.872376, -22.334364], [16.871539, -12.475703, -22.139026], [15.843696, -13.135043, -24.422266], [14.686223, -12.754469, -23.154990], [17.102128, -9.009898, -27.239394], [17.744901, -8.094824, -25.947024], [19.053637, -10.763408, -26.611825], [19.487827, -9.203031, -27.385970], [19.663426, -9.502925, -25.644615], [12.981157, -11.148589, -26.694308], [12.529879, -9.632846, -27.116441], [14.361395, -11.254976, -28.864757], [12.646366, -10.993791, -29.182947], [13.736243, -9.716804, -29.385879], [27.224351, -7.600835, -15.377279], [27.192229, -6.505681, -16.475904], [25.806463, -6.155302, -16.631044], [25.407546, -4.763549, -17.377350], [23.965965, -4.340686, -17.343477], [26.437128, -3.687042, -16.672158], [26.487146, -2.386578, -17.256997], [27.650315, -2.312859, -18.238960], [26.063514, -4.886704, -18.846965], [25.367375, -5.560876, -19.886015], [26.193203, -6.663369, -20.570989], [27.032092, -7.152058, -14.402732], [26.557532, -8.428119, -15.620287], [28.232991, -7.974992, -15.201954], [27.811580, -5.665634, -16.161550], [27.691288, -6.804507, -17.397727], [25.542907, -2.002748, -17.643243], [26.740100, -1.733707, -16.421611], [27.792178, -1.273903, -18.536519], [28.511738, -2.748700, -17.732893], [27.534410, -3.032878, -19.049060], [24.402484, -6.004654, -19.640768], [25.155311, -4.754517, -20.588088], [27.075660, -6.172833, -20.981737], [26.567170, -7.401361, -19.861326], [25.593707, -7.080363, -21.380201], [25.982606, -17.088669, -8.644993], [24.971609, -17.715112, -9.503330], [23.835732, -17.578948, -9.196234], [25.346905, -18.164031, -10.586329], [27.019442, -17.398787, -8.775009], [25.793548, -17.161819, -7.574008], [26.000543, -16.013593, -8.823880], [12.099704, -12.252090, -18.226925], [12.268160, -13.536483, -17.554542], [11.524578, -14.446544, -17.980795], [12.982981, -13.690139, -16.599183], [13.127351, -12.043989, -18.524828], [11.834908, -11.506928, -17.476784], [11.408741, -12.342190, -19.065103], [15.267757, -17.599318, -13.247200], [16.669229, -17.885128, -13.755175], [16.895734, -18.961664, -14.252250], [17.513285, -17.089836, -13.479324], [14.919635, -18.464713, -12.683284], [14.637521, -17.420992, -14.118463], [15.180664, -16.709770, -12.623318], [20.422728, -14.218079, -9.925667], [20.733218, -12.731431, -9.999552], [21.891921, -12.450373, -9.839628], [19.744364, -12.030498, -10.122793], [20.150509, -14.463188, -8.899062], [21.308825, -14.710576, -10.326130], [19.658808, -14.555328, -10.626221], [28.406642, -13.717923, -20.268070], [27.629340, -13.064117, -19.164877], [26.630771, -12.423133, -19.605485], [27.968165, -13.062953, -18.017154], [28.302450, -14.801191, -20.206548], [29.420036, -13.369412, -20.068884], [27.905832, -13.304616, -21.143550], [27.636892, -13.512564, -26.383808], [26.180094, -13.589333, -26.245888], [25.615246, -14.308965, -27.058282], [25.627594, -12.944401, -25.346888], [27.848319, -12.697258, -27.075671], [27.935532, -14.478914, -26.790108], [28.116846, -13.459391, -25.406611], [25.287018, -16.847359, -22.743707], [25.479643, -18.087105, -21.936360], [24.742199, -19.014205, -22.111202], [26.456750, -18.166231, -21.232598], [26.261094, -16.369697, -22.849093], [24.607075, -16.322448, -22.072706], [24.707171, -16.942131, -23.661800], [21.094035, -19.988689, -17.974707], [22.314104, -20.855273, -17.900089], [22.078740, -22.068713, -17.903904], [23.365178, -20.246871, -17.686610], [21.068283, -19.559010, -16.973304], [20.244966, -20.655931, -18.122917], [21.072937, -19.193649, -18.720069]],
  "forces_ev_per_a": [[-0.491, -0.221, 0.530], [-1.636, -0.711, -0.249], [1.793, 0.211, 1.089], [-0.261, 0.926, -0.079], [-1.319, -1.039, -2.834], [-1.109, -0.012, 1.600], [0.424, 0.558, 0.458], [-0.101, -0.589, 0.443], [2.737, 1.574, -1.193], [-1.470, -1.173, -0.205], [-0.396, -0.810, -0.118], [0.499, 0.179, -0.319], [0.204, -0.159, 0.092], [0.301, 0.323, -0.071], [0.430, 0.206, -0.316], [0.370, 0.019, 0.209], [-0.145, -0.181, 0.376], [-0.370, -0.171, -0.192], [-0.136, 0.014, -0.127], [-0.076, 0.099, -0.201], [0.071, 0.034, 0.000], [0.827, 0.143, 0.055], [-0.384, 0.059, 0.217], [-0.351, 0.126, 0.495], [0.253, 0.575, 0.663], [0.310, 0.022, -0.319], [0.915, -0.481, 0.302], [1.572, 0.048, 1.161], [-1.161, 0.601, -1.239], [-1.372, 1.108, 0.299], [0.072, -2.515, -0.160], [0.132, -0.478, 3.142], [-0.521, -0.289, -1.273], [0.483, 0.172, 0.638], [2.287, 0.516, -0.931], [-2.655, 0.447, 0.287], [-0.162, -0.671, -0.516], [-0.291, 0.325, 0.299], [-0.205, -0.045, -0.343], [-0.346, -0.102, -0.418], [-0.660, 0.173, -0.381], [-0.416, 0.282, -0.263], [-0.450, 0.250, 0.377], [0.074, 0.101, -0.220], [0.187, 0.529, 0.028], [-0.322, -0.233, -0.199], [0.270, 0.088, -0.592], [0.564, 0.063, -0.214], [1.372, -0.062, -0.020], [0.203, -0.233, 0.051], [0.338, 0.181, 0.123], [0.101, 0.155, 0.034], [-0.394, -0.102, 0.537], [-0.548, -0.433, -1.264], [2.229, -1.177, -0.993], [0.816, 0.026, 1.301], [-0.195, 0.432, 0.101], [0.099, -2.613, 0.970], [0.165, 2.514, -1.607], [-0.654, -0.532, 0.771], [-1.413, 1.643, -0.496], [1.270, -0.634, 0.870], [0.938, 0.502, -0.041], [-0.175, 0.304, 0.312], [0.350, -0.168, -0.320], [-0.211, -0.249, -0.054], [-0.600, 0.119, 0.309], [0.138, 0.487, 0.133], [-0.053, -0.059, 0.221], [-0.291, 0.401, -0.167], [0.025, 0.234, 0.309], [-0.073, -0.187, 0.208], [0.405, -0.296, -0.338], [-0.439, 0.103, -0.487], [-0.439, -0.292, -0.080], [-0.295, -0.041, -0.037], [-0.316, 0.214, 0.361], [-0.345, -0.171, -0.523], [0.490, 0.950, -1.626], [1.340, -0.361, 1.840], [-1.533, -1.107, 0.746], [-0.180, -0.564, 0.409], [1.381, 1.497, 0.905], [-0.654, 0.480, -0.576], [-0.233, -1.431, -0.888], [-2.230, 0.736, -0.329], [1.210, -0.827, -1.945], [-0.837, 0.321, 0.715], [0.605, -0.936, -1.024], [-0.081, 0.096, -0.220], [0.361, 0.522, -0.216], [-0.225, 0.281, -0.101], [-0.158, -0.557, 0.070], [-0.915, -0.231, 0.062], [0.368, 0.045, 0.958], [0.296, 0.694, -0.470], [0.792, 0.271, 0.671], [0.189, 0.413, -0.283], [-0.015, -0.539, 0.364], [-0.071, 0.407, -0.247], [0.069, -0.066, 0.902], [0.027, -0.085, -0.203], [0.197, -0.269, -0.049], [-0.183, 0.280, 0.566], [0.285, -0.274, 0.094], [0.784, -0.214, 1.348], [-0.277, 1.734, -3.030], [-0.346, -1.757, -0.933], [-0.933, 1.006, 1.173], [-1.265, 0.035, 1.144], [1.172, 0.949, -1.553], [-0.082, -0.407, 0.578], [-0.007, -1.085, 1.122], [-0.954, 0.135, -1.131], [0.823, -0.515, 0.004], [0.198, -0.314, 0.128], [-0.324, -0.101, 0.013], [0.278, -0.010, -0.082], [0.090, 0.158, -0.185], [-0.258, 0.088, -0.215], [-0.049, -0.310, -0.143], [-0.261, -0.022, 0.476], [-0.323, 0.011, -0.459], [-0.009, -0.073, 0.031], [0.025, 0.334, 0.047], [0.923, -0.482, 0.126], [0.613, 0.990, 0.433], [-0.033, -0.138, -0.107], [-0.221, -0.253, 0.535], [0.167, 0.505, 0.607], [0.605, 0.737, -0.330], [0.739, -0.758, 1.208], [-0.444, 1.664, -0.847], [-0.347, 0.998, 0.840], [2.540, -1.307, -0.086], [-1.603, -1.781, -0.977], [1.037, 0.888, 0.303], [-0.289, -0.823, 0.328], [-0.208, -0.405, 1.342], [-0.380, -0.378, -1.448], [0.436, 1.359, 0.511], [-0.758, 0.003, -0.121], [-0.001, 0.130, 0.185], [0.167, -0.202, -0.606], [-0.436, 0.310, 0.278], [-0.651, -0.413, -0.347], [-0.192, -0.558, -0.172], [-0.110, 0.071, 0.094], [0.267, -0.234, -0.261], [0.311, 0.619, 0.259], [-0.396, 0.590, -0.429], [-0.019, 0.309, 0.830], [-0.125, -0.237, -0.347], [0.099, -0.183, -0.281], [-0.395, -0.212, -0.063], [0.141, -0.224, 0.144], [1.543, 0.947, 1.455], [1.834, 0.275, -2.048], [-1.942, -0.072, 0.957], [0.080, -0.054, 0.962], [-0.412, -0.574, -0.660], [-0.676, -0.448, -0.236], [-0.425, -0.054, -0.439], [1.280, 0.683, 0.037], [-2.936, -2.886, -0.125], [1.143, 1.142, 0.259], [0.700, 0.778, 0.004], [-0.153, 0.457, -0.423], [-0.203, -0.140, -0.113], [0.191, -0.040, 0.371], [-0.573, -0.012, -0.489], [-0.876, -0.738, 1.481], [-0.602, -0.346, -0.597], [1.048, 1.585, 0.063], [0.181, -0.048, -0.316], [0.052, -0.327, -0.031], [0.778, -0.086, -0.125], [0.638, -0.410, -1.015], [-1.767, -2.225, 0.324], [0.037, 1.083, -0.181], [1.049, 0.738, -0.057], [0.291, 0.050, -0.171], [0.220, -0.075, 0.826], [-0.460, 0.811, 0.246], [-0.202, 0.356, 0.712], [-2.737, 1.853, -1.578], [1.657, -1.251, 1.148], [0.463, -0.523, 0.173], [0.105, 0.132, 0.154], [0.066, -0.318, -0.516], [0.623, -0.266, -0.084], [0.749, -0.799, 0.107], [-1.427, 0.055, 0.620], [0.050, 0.628, 0.657], [0.743, -0.820, -1.189], [0.185, -0.058, 0.291], [-0.012, 0.293, -0.372], [-0.271, 0.683, -0.106], [-0.676, 0.629, 1.019], [1.154, -1.043, -1.489], [-1.521, -0.452, -0.243], [0.618, 0.935, 0.677], [-0.356, -0.005, 0.032], [0.307, 0.753, -0.052], [0.452, -0.769, 0.047], [-0.698, -0.293, 0.447], [-0.454, 0.413, 0.267], [1.403, 1.537, -0.097], [-0.893, -1.687, -0.516], [-0.242, 0.176, -0.154], [0.154, 0.135, 0.049], [0.720, -0.242, 0.004]],
  "homo_lumo_gap_ha": 0.36600,
  "de_lowest_kcal_mol": 167.0,
  "total_charge": 0,
  "e_lumo_ha": -0.01377
}